No. 1
Molecular formula: C28H30Cl2N4O3S2Sr
Method: DFT, ωB97M-V with the def2-TZVPD basis set

Last column: natural (NBO) charge in e.
CARTESIAN COORDINATES (ANGSTROEM)
Sr 0.101 -0.118 0.110  1.7876
O -1.603 -1.556 -0.803  -0.8232
C -2.891 -1.674 -0.749  0.4084
C -3.612 -2.367 -1.757  -0.2613
C -4.946 -2.383 -1.757  -0.2279
C -5.673 -1.824 -0.699  -0.3198
C -5.108 -1.190 0.375  -0.1919
C -3.693 -1.124 0.351  -0.2346
C -3.077 -0.453 1.532  0.4032
N -1.939 0.232 1.719  -0.5786
C -1.881 0.483 3.082  -0.0786
C -2.970 -0.041 3.738  -0.1625
N -3.763 -0.634 2.742  -0.5526
H -2.974 -2.861 -2.476  0.2079
H -5.543 -2.759 -2.565  0.1902
H -6.758 -1.877 -0.757  0.1786
H -5.665 -0.713 1.193  0.1912
H -0.932 0.958 3.552  0.2658
H -3.043 -0.364 4.763  0.2069
H -4.620 -1.124 2.921  0.4099
S 3.367 0.407 0.112  -0.5730
C 3.765 1.039 1.649  -0.2129
C 4.880 1.952 1.611  -0.2516
C 5.447 2.307 2.793  -0.2946
C 4.811 1.910 4.007  -0.2862
C 3.475 1.558 4.023  -0.2365
C 2.867 0.962 2.856  -0.2606
S 1.470 0.114 3.009  -0.4811
H 5.330 2.258 0.642  0.2004
H 6.342 2.953 2.741  0.1752
H 5.201 2.029 4.982  0.1741
H 3.022 1.501 4.991  0.1842
Cl 3.226 -7.216 -1.454  -0.0474
C 2.668 -5.600 -1.451  -0.1648
C 2.343 -4.957 -2.659  -0.2262
C 1.780 -3.726 -2.651  -0.1121
Cl 1.480 -2.909 -4.174  -0.0487
C 1.394 -3.021 -1.409  0.4760
O 0.919 -1.874 -1.413  -0.7164
C 1.645 -3.822 -0.180  -0.2921
C 1.128 -3.435 1.069  0.4111
O 0.327 -2.493 1.336  -0.6189
C 2.489 -4.958 -0.258  -0.1399
H 2.401 -5.532 -3.608  0.2175
H 1.644 -3.997 1.815  0.1027
H 2.745 -5.453 0.634  0.2024
C 1.560 3.566 -0.027  -0.4562
N 0.139 3.202 0.004  -0.4463
C -0.449 3.819 1.215  -0.4160
C -0.577 3.598 -1.241  -0.2416
C -0.092 2.651 -2.372  -0.2233
N -0.665 1.337 -2.320  -0.4818
C -2.090 1.476 -2.699  -0.4424
C 0.089 0.466 -3.250  -0.4516
H 1.907 4.563 0.212  0.1614
H 1.959 3.301 -1.009  0.1977
H 2.113 2.951 0.724  0.2570
H -1.381 3.283 1.418  0.1958
H -0.763 4.851 1.099  0.1540
H 0.279 3.614 1.929  0.2244
H -0.346 4.606 -1.610  0.1674
H -1.578 3.340 -1.001  0.2040
H 1.004 2.592 -2.290  0.2160
H -0.249 3.119 -3.389  0.1477
H -2.337 2.185 -3.537  0.1663
H -2.801 1.689 -1.826  0.2068
H -2.428 0.476 -2.947  0.2260
H 0.119 0.871 -4.343  0.1466
H -0.168 -0.613 -3.337  0.2573
H 1.179 0.449 -2.929  0.2314

energy relative to the best compared isomer or geometry (same formula, charge and spin)	43.1	kcal per mole
multiplicity	1
highest occupied orbital energy	0.0010	Ha
Kohn-Sham gap	4.226	eV
net charge	-2
LUMO level	4.253	eV

---

No. 2
Molecular formula: C28H30Cl2N7O3PTi
Method: DFT, ωB97M-V with the def2-TZVPD basis set

Last column: Mulliken spin population.
CARTESIAN COORDINATES (ANGSTROEM)
Ti -0.028 -0.263 -0.151  1.8478
Cl -4.485 4.799 -1.411  0.0001
C -3.281 3.827 -0.631  0.0011
C -2.988 2.578 -1.150  -0.0077
C -2.025 1.754 -0.565  0.0258
N -1.700 0.506 -1.119  -0.0071
C -1.496 0.509 -2.482  0.0265
O -2.245 0.100 -3.343  0.0088
C -0.106 0.982 -2.877  0.0324
C 0.167 1.533 -4.119  -0.0121
C 1.455 1.955 -4.395  0.0193
C 2.429 1.799 -3.416  -0.0088
C 2.079 1.216 -2.214  0.0603
N 0.837 0.806 -1.940  -0.0856
C -1.334 2.219 0.568  -0.0204
C -1.641 3.476 1.073  -0.0005
C -2.614 4.277 0.497  0.0005
Cl -2.939 5.836 1.183  0.0003
N -0.214 1.565 1.161  -0.0205
C -0.361 0.522 1.975  0.0374
O -1.153 -0.456 1.779  0.0246
C 0.543 0.470 3.183  0.0135
C 0.070 -0.178 4.321  0.0091
C 0.831 -0.130 5.477  -0.0007
C 2.044 0.540 5.449  0.0035
C 2.442 1.126 4.257  -0.0021
N 1.714 1.107 3.144  0.0051
H -3.533 2.219 -2.014  0.0004
H -0.639 1.622 -4.834  -0.0003
H 1.699 2.405 -5.348  0.0017
H 3.447 2.122 -3.582  -0.0002
H 2.812 1.077 -1.428  0.0024
H -1.075 3.843 1.918  -0.0002
H -0.883 -0.686 4.280  -0.0003
H 0.481 -0.604 6.385  0.0000
H 2.672 0.608 6.327  0.0001
H 3.393 1.646 4.195  0.0000
C -0.280 -5.190 -3.098  0.0030
N -0.655 -4.021 -3.883  0.0007
C 0.488 -3.608 -4.689  0.0010
N 1.701 -3.351 -3.909  0.0059
C 2.002 -4.543 -3.120  0.0000
N 0.904 -4.984 -2.263  0.0022
C 0.643 -4.016 -1.200  -0.0117
P 0.147 -2.338 -1.827  0.0586
C -1.135 -2.929 -3.037  0.0161
C 1.537 -2.175 -3.055  0.0060
H -0.065 -6.009 -3.788  -0.0001
H -1.118 -5.481 -2.463  -0.0003
H 0.226 -2.708 -5.248  -0.0005
H 0.711 -4.408 -5.400  0.0002
H 2.882 -4.349 -2.501  -0.0009
H 2.237 -5.355 -3.812  0.0002
H 1.548 -3.908 -0.598  0.0032
H -0.145 -4.396 -0.544  0.0012
H -1.454 -2.093 -3.660  0.0008
H -2.016 -3.254 -2.479  -0.0048
H 2.470 -1.990 -2.514  -0.0080
H 1.351 -1.301 -3.686  0.0114
C 2.648 -2.311 2.761  0.0037
C 3.732 -1.897 1.767  0.0035
C 2.981 -0.957 0.837  0.0318
O 1.622 -1.455 0.811  -0.1179
C 1.418 -2.421 1.880  0.0530
H 2.507 -1.541 3.517  0.0006
H 2.870 -3.252 3.264  0.0001
H 4.100 -2.764 1.214  0.0001
H 4.582 -1.406 2.239  0.0001
H 3.357 -0.970 -0.187  0.0019
H 2.962 0.066 1.218  -0.0073
H 1.338 -3.408 1.424  0.0052
H 0.480 -2.178 2.372  -0.0129

energy relative to the best compared isomer or geometry (same formula, charge and spin)	50.2	kcal per mole
multiplicity	3
expectation value of S²	2.006
highest occupied orbital energy (spin up / spin down)	-0.2435 / -0.2635	Ha
Kohn-Sham gap (spin up / spin down)	6.552 / 7.011	eV
net charge	0
LUMO level (spin up / spin down)	-0.075 / -0.159	eV

---

No. 3
Molecular formula: C28H30N2O2
Method: DFT, ωB97M-V with the def2-TZVPD basis set

Last column: natural (NBO) charge in e.
CARTESIAN COORDINATES (ANGSTROEM)
C -3.343 4.110 -3.345  -0.2563
O -3.163 3.705 -1.967  -0.4951
C -2.163 2.860 -1.615  0.3227
C -2.133 2.482 -0.247  -0.2639
C -1.411 1.369 0.160  -0.1741
C -0.736 0.582 -0.807  -0.1509
C -0.402 -0.818 -0.575  -0.0942
C 0.141 -1.248 0.599  -0.2624
C 1.041 -0.539 1.578  -0.2455
N 2.384 -0.035 1.094  -0.2918
C 2.932 1.010 1.761  0.1135
C 4.187 1.479 1.449  -0.2939
C 4.966 0.778 0.507  0.2785
N 6.229 1.215 0.195  -0.4344
C 7.365 0.333 0.351  -0.3963
C 6.531 2.636 0.084  -0.4081
C 4.410 -0.365 -0.111  -0.2656
C 3.098 -0.709 0.152  0.1006
C -0.339 -2.584 1.106  0.5959
C -1.413 -2.492 2.152  -0.7433
O 0.119 -3.645 0.699  -0.5558
C -0.527 1.154 -2.079  -0.1197
C -1.236 2.262 -2.513  -0.3363
H -4.352 4.524 -3.366  0.2049
H -2.592 4.863 -3.652  0.1787
H -3.321 3.255 -4.035  0.1870
H -2.762 3.043 0.448  0.2294
H -1.397 1.066 1.215  0.2153
H -0.373 -1.503 -1.416  0.2262
H 0.508 0.335 1.993  0.2123
H 1.277 -1.255 2.390  0.2262
H 2.305 1.444 2.545  0.2358
H 4.573 2.352 1.976  0.2449
H 7.073 -0.702 0.136  0.2135
H 8.146 0.654 -0.342  0.2082
H 7.787 0.395 1.371  0.1915
H 5.796 3.143 -0.559  0.2175
H 6.585 3.141 1.062  0.1867
H 7.516 2.710 -0.383  0.2183
H 4.971 -0.932 -0.848  0.2457
H 2.587 -1.538 -0.342  0.2713
H -0.981 -2.294 3.141  0.2176
H -2.125 -1.690 1.917  0.2594
H -1.951 -3.454 2.155  0.2593
H 0.235 0.677 -2.699  0.2011
H -1.083 2.646 -3.524  0.2207
C -3.306 -3.809 -0.707  -0.3202
C -2.385 -3.072 -1.468  -0.2470
C -2.642 -1.666 -1.284  -0.3860
C -3.677 -1.542 -0.287  -0.0186
C -4.115 -2.894 0.038  -0.1159
C -5.111 -3.130 0.989  -0.2001
C -5.622 -2.058 1.723  -0.2743
C -5.159 -0.755 1.467  -0.2659
C -4.239 -0.480 0.447  -0.2577
H -3.438 -4.888 -0.683  0.2023
H -1.568 -3.490 -2.048  0.1974
H -2.379 -0.846 -1.967  0.2057
H -5.439 -4.157 1.177  0.1974
H -6.364 -2.236 2.509  0.1980
H -5.545 0.058 2.083  0.1940
H -3.968 0.546 0.202  0.1957

energy relative to the best compared isomer or geometry (same formula, charge and spin)	178.3	kcal per mole
multiplicity	1
highest occupied orbital energy	-0.1756	Ha
Kohn-Sham gap	3.602	eV
net charge	0
LUMO level	-1.177	eV

---

No. 4
Molecular formula: C28H30N3S4SiSn
Method: DFT, ωB97M-V with the def2-TZVPD basis set

Last column: natural (NBO) charge in e.
CARTESIAN COORDINATES (ANGSTROEM)
Sn 0.238 0.581 0.266  1.5820
S 1.986 1.848 1.449  -0.1706
C 3.100 0.556 1.895  -0.0626
C 3.947 0.836 2.975  -0.2310
C 4.923 -0.055 3.372  -0.1753
C 5.089 -1.261 2.700  -0.2087
C 4.263 -1.559 1.636  -0.1976
C 3.266 -0.665 1.241  -0.2829
S 2.253 -1.136 -0.140  0.4160
C 1.661 -2.739 0.422  -0.5803
C 0.249 -3.021 -0.013  0.2376
C -0.170 -4.345 -0.012  -0.2383
C -1.501 -4.625 -0.249  -0.1218
C -2.363 -3.571 -0.496  -0.2348
C -1.854 -2.285 -0.533  0.2207
C -2.757 -1.134 -0.825  -0.5611
S -2.653 0.165 0.438  0.3456
C -2.867 -0.737 1.928  -0.2723
C -4.163 -1.101 2.298  -0.1750
C -4.389 -1.798 3.468  -0.2190
C -3.305 -2.140 4.271  -0.1844
C -2.021 -1.777 3.912  -0.1690
C -1.775 -1.050 2.742  -0.1724
S -0.104 -0.557 2.472  -0.1590
N -0.566 -2.009 -0.301  -0.4837
H 3.821 1.776 3.495  0.2332
H 5.564 0.194 4.208  0.2315
H 5.861 -1.959 2.996  0.2311
H 4.407 -2.480 1.083  0.2203
H 1.712 -2.738 1.512  0.2751
H 2.325 -3.509 0.035  0.2490
H 0.539 -5.136 0.194  0.2329
H -1.864 -5.645 -0.227  0.2373
H -3.419 -3.739 -0.663  0.2341
H -3.789 -1.471 -0.890  0.2423
H -2.479 -0.632 -1.755  0.2632
H -4.994 -0.807 1.667  0.2248
H -5.398 -2.052 3.764  0.2301
H -3.465 -2.683 5.193  0.2286
H -1.185 -2.033 4.551  0.2223
C 4.107 0.987 -1.894  -0.6553
C 2.797 1.359 -2.527  0.2674
C 2.747 1.839 -3.821  -0.2789
C 1.508 2.152 -4.373  -0.1191
C 0.370 2.047 -3.607  -0.3017
C 0.504 1.612 -2.280  0.3819
N 1.673 1.228 -1.799  -0.5448
N -0.575 1.518 -1.389  -1.2207
Si -1.776 2.872 -1.488  1.8341
C -0.891 4.437 -1.963  -1.1473
C -3.128 2.408 -2.678  -1.1461
C -2.583 3.247 0.158  -1.1396
H 4.921 1.497 -2.404  0.2343
H 4.282 -0.088 -1.977  0.2316
H 4.124 1.261 -0.839  0.2318
H 3.660 1.977 -4.382  0.2297
H 1.437 2.497 -5.397  0.2300
H -0.607 2.269 -4.009  0.2270
H -0.491 4.433 -2.976  0.2477
H -0.056 4.625 -1.280  0.2499
H -1.582 5.279 -1.884  0.2540
H -2.779 2.195 -3.690  0.2401
H -3.832 3.243 -2.744  0.2559
H -3.683 1.537 -2.321  0.2374
H -1.911 3.114 1.011  0.2374
H -3.474 2.652 0.334  0.2497
H -2.886 4.297 0.139  0.2554

energy relative to the best compared isomer or geometry (same formula, charge and spin)	29.3	kcal per mole
multiplicity	1
highest occupied orbital energy	-0.3880	Ha
Kohn-Sham gap	7.236	eV
net charge	+1
LUMO level	-3.323	eV